63
Properties=species:S:1:pos:R:3:mulliken_charge:R:1 method="wB97M-V/def2-TZVPD" total_charge=+2 de_lowest_kj_mol=141.2 total_energy_ev=-179912.505 orbital_gap_ev="5.8219 / 5.4033" multiplicity=2
Ir -1.07 -1.62 -0.62 2.08
C 5.02 2.69 0.62 -1.52
C 4.25 3.16 -0.64 1.79
C 4.18 4.68 -0.63 -2.01
C 5.06 2.72 -1.89 -1.55
C 2.91 2.48 -0.68 -0.44
C 2.85 1.07 -0.79 -0.59
C 1.65 0.46 -0.85 -0.80
Br 1.54 -1.45 -1.08 -0.17
C 0.39 1.13 -0.76 1.55
O -0.70 0.48 -0.74 -1.69
C 0.45 2.59 -0.68 0.02
C 1.70 3.18 -0.63 0.51
C -0.79 3.49 -0.67 1.69
C -2.14 2.77 -0.67 -1.93
C -0.74 4.37 0.60 -1.61
C -0.74 4.38 -1.92 -1.61
H 5.99 3.17 0.64 0.45
H 5.17 1.61 0.64 0.35
H 4.47 2.98 1.52 0.39
H 5.19 5.09 -0.63 0.43
H 3.69 5.05 0.28 0.42
H 3.67 5.07 -1.51 0.44
H 6.02 3.23 -1.89 0.45
H 4.52 2.99 -2.80 0.40
H 5.25 1.65 -1.91 0.35
H 3.76 0.48 -0.83 0.50
H 1.74 4.26 -0.56 0.61
H -2.28 2.15 0.21 0.21
H -2.27 2.16 -1.56 0.38
H -2.94 3.51 -0.67 0.54
H -0.73 3.77 1.50 0.38
H -1.62 5.01 0.62 0.47
H 0.14 5.02 0.60 0.33
H -0.78 3.78 -2.83 0.39
H 0.16 5.00 -1.94 0.33
H -1.60 5.05 -1.92 0.47
O -3.19 -1.96 -0.68 -0.54
N -3.63 -3.15 -0.68 -0.15
N -2.76 -4.06 -0.69 1.00
O -1.48 -3.78 -0.70 -0.84
C -3.17 -5.42 -0.70 0.50
C -4.52 -5.74 -0.50 -0.25
C -4.89 -7.07 -0.47 -0.59
C -3.94 -8.07 -0.65 -0.46
C -2.61 -7.74 -0.87 -0.57
C -2.21 -6.41 -0.89 -0.43
H -5.24 -4.96 -0.36 0.46
H -5.92 -7.34 -0.31 0.40
H -4.23 -9.11 -0.61 0.41
H -1.87 -8.51 -1.03 0.39
H -1.18 -6.14 -1.06 0.41
Br -0.91 -1.65 6.19 -0.03
C -0.94 -1.65 4.31 0.14
C -1.38 -0.53 3.62 -0.52
C -1.39 -0.57 2.24 -0.14
N -0.98 -1.65 1.56 -0.33
C -0.56 -2.73 2.22 -0.26
C -0.52 -2.77 3.60 -0.56
H -1.71 0.36 4.14 0.47
H -1.74 0.27 1.66 0.51
H -0.24 -3.57 1.63 0.50
H -0.18 -3.66 4.11 0.47


60
Properties=species:S:1:pos:R:3:mulliken_charge:R:1 method="wB97M-V/def2-TZVPD" total_charge=-1 de_lowest_kj_mol=0.0 total_energy_ev=-56241.148 orbital_gap_ev=3.7336
Na 0.21 1.00 -0.53 1.01
C -1.12 1.91 4.08 -1.13
Si 0.31 1.47 2.92 -0.12
C 0.81 3.02 1.97 -0.88
C 1.74 0.74 3.96 -0.95
N -0.21 0.37 1.65 -0.01
C -0.80 -0.80 1.84 0.24
C -1.07 -1.46 3.11 -0.36
C -1.93 -2.52 3.25 -0.84
C -2.39 -3.17 2.09 -0.64
C -2.05 -2.66 0.79 -0.41
C -1.34 -1.51 0.61 0.42
O -1.12 -0.88 -0.62 -0.25
C -1.11 -1.64 -1.85 0.51
C -0.56 -2.91 -1.93 -0.02
C -0.66 -3.57 -3.18 -0.75
C -1.28 -2.96 -4.26 -0.66
C -1.67 -1.61 -4.17 -0.35
C -1.63 -0.98 -2.99 -0.70
H -0.94 2.83 4.59 0.36
H -1.26 1.09 4.79 0.30
H -2.03 1.94 3.53 0.33
H 1.26 3.86 2.56 0.36
H 0.01 3.42 1.34 0.09
H 1.65 2.68 1.29 0.21
H 1.36 -0.02 4.60 0.35
H 2.15 1.56 4.58 0.36
H 2.54 0.33 3.32 0.22
H -0.60 -1.03 3.97 0.20
H -2.10 -2.89 4.26 0.36
H -2.89 -4.14 2.16 0.28
H -2.35 -3.27 -0.07 0.36
H -0.10 -3.36 -1.05 0.63
H -0.21 -4.58 -3.28 0.32
H -1.49 -3.53 -5.15 0.38
H -2.00 -1.09 -5.08 0.35
H -1.92 0.06 -2.89 0.40
C -1.25 6.26 -2.33 -1.08
C -1.95 4.96 -2.02 -0.18
C -0.93 3.95 -1.78 0.16
N -0.27 3.08 -1.38 -0.53
H -2.05 6.93 -2.74 0.30
H -0.49 6.22 -3.09 0.34
H -0.74 6.76 -1.47 0.31
H -2.52 4.64 -2.87 0.26
H -2.67 5.00 -1.20 0.26
Cl 2.40 -4.83 0.88 -0.32
C 2.73 -3.34 0.08 0.29
C 2.85 -2.13 0.82 -0.55
C 2.85 -0.92 0.17 -0.32
C 2.68 -0.81 -1.26 0.89
C 2.51 0.40 -1.95 -1.70
C 2.73 -2.04 -1.95 -0.59
C 2.76 -3.26 -1.32 -0.48
H 2.98 -2.19 1.89 0.37
H 3.01 0.04 0.62 0.40
H 2.32 0.40 -3.02 0.24
H 2.54 1.33 -1.35 0.38
H 2.64 -2.01 -3.04 0.23
H 2.62 -4.19 -1.91 0.32


61
Properties=species:S:1:pos:R:3:mulliken_charge:R:1 method="wB97M-V/def2-TZVPD" total_charge=+3 total_energy_ev=-58496.555 orbital_gap_ev="6.5633 / 3.9231" multiplicity=5
Pt 0.35 -0.21 0.42 1.77
Cl 1.99 1.20 1.57 -0.26
C -1.23 -1.17 0.26 0.26
O -2.27 -1.69 0.40 -0.45
P -0.48 1.46 -0.90 1.11
C 0.25 1.61 -2.54 0.36
C -2.27 1.46 -1.31 0.34
C -0.25 3.03 -0.05 0.14
C -3.16 2.43 -0.81 -0.32
C -4.51 2.40 -1.16 -0.75
C -5.00 1.41 -2.02 -0.55
C -4.11 0.46 -2.55 -0.82
C -2.76 0.48 -2.19 -0.12
H -2.80 3.21 -0.14 0.34
H -5.20 3.15 -0.75 0.43
H -6.06 1.38 -2.29 0.43
H -4.48 -0.30 -3.24 0.44
H -2.09 -0.27 -2.60 0.44
C 1.52 1.06 -2.78 -0.35
C 2.11 1.15 -4.04 -0.62
C 1.45 1.78 -5.09 -0.53
C 0.18 2.34 -4.86 -0.73
C -0.41 2.26 -3.60 -0.18
H 2.04 0.56 -1.98 -0.07
H 3.10 0.70 -4.21 0.43
H 1.92 1.85 -6.08 0.44
H -0.34 2.83 -5.68 0.43
H -1.40 2.68 -3.45 0.52
C 0.17 4.17 -0.73 -0.33
C 0.32 5.37 -0.03 -0.59
C 0.08 5.42 1.35 -0.54
C -0.32 4.27 2.03 -0.71
C -0.50 3.08 1.33 0.05
H 0.37 4.13 -1.80 0.49
H 0.62 6.28 -0.56 0.48
H 0.20 6.36 1.90 0.45
H -0.50 4.29 3.11 0.46
H -0.77 2.16 1.86 0.54
H 3.02 -0.52 -0.80 0.12
H 2.26 -0.39 -0.39 -0.13
C 2.17 -1.82 3.99 -0.80
N 1.71 -3.08 3.43 0.21
C 2.15 -4.32 4.04 -0.47
C 1.34 -5.47 3.49 -0.82
C 1.25 -5.41 1.98 -0.55
N 0.80 -4.10 1.53 0.28
C 0.21 -4.03 0.19 -1.00
C 1.13 -2.97 2.22 0.44
O 0.98 -1.76 1.82 -1.13
H 2.82 -2.03 4.86 0.43
H 1.31 -1.23 4.32 0.29
H 2.72 -1.26 3.22 0.32
H 3.23 -4.43 3.82 0.34
H 2.01 -4.22 5.12 0.43
H 0.34 -5.46 3.94 0.36
H 1.83 -6.41 3.78 0.38
H 0.52 -6.15 1.61 0.50
H 2.24 -5.62 1.53 0.31
H 0.64 -3.19 -0.38 0.32
H 0.41 -4.97 -0.36 0.46
H -0.89 -3.95 0.29 0.28


68
Properties=species:S:1:pos:R:3:mulliken_charge:R:1 method="wB97M-V/def2-TZVPD" total_charge=-1 de_lowest_kj_mol=483.4 total_energy_ev=-118036.033 orbital_gap_ev="5.0088 / 5.8370" multiplicity=2
Ir 0.58 0.01 0.13 2.79
N -1.81 -0.47 0.04 -0.53
C -2.29 -0.86 1.36 -0.27
C -1.54 -0.13 2.49 0.40
O -2.12 0.12 3.54 -0.74
N -0.25 0.10 2.22 -0.21
C 0.56 0.65 3.24 -0.53
C 1.79 1.43 2.64 0.34
O 2.38 2.19 3.39 -0.73
O 2.06 1.18 1.44 -0.56
H -2.38 0.24 -0.39 0.22
H -1.73 -1.26 -0.59 0.30
H -2.08 -1.92 1.53 -0.10
H -3.36 -0.70 1.49 0.40
H 1.03 -0.15 3.84 0.20
H -0.01 1.31 3.91 0.37
C -1.57 3.69 -1.67 -1.91
C -0.34 2.78 -1.64 1.86
C 0.87 3.43 -2.31 -1.68
O 0.04 2.47 -0.31 -0.50
C -0.66 1.45 -2.46 -0.10
O -1.39 1.56 -3.43 -0.72
O -0.08 0.42 -2.05 -0.82
H -1.34 4.66 -1.23 0.44
H -2.40 3.24 -1.13 0.48
H -1.87 3.82 -2.71 0.39
H 1.16 4.33 -1.77 0.43
H 0.63 3.67 -3.35 0.41
H 1.70 2.73 -2.29 0.20
H -0.70 2.61 0.29 0.31
C 8.59 0.21 0.53 -1.49
C 7.12 0.06 0.23 0.88
C 6.50 -1.18 0.24 -1.28
C 5.18 -1.33 -0.14 0.91
C 4.54 -2.68 -0.08 -1.34
C 4.46 -0.21 -0.57 0.09
Se 2.74 -0.36 -1.41 0.08
C 5.04 1.06 -0.50 1.18
C 4.24 2.27 -0.84 -1.39
C 6.37 1.17 -0.10 -1.13
H 9.03 -0.75 0.79 0.35
H 8.74 0.91 1.35 0.34
H 9.10 0.60 -0.34 0.32
H 7.06 -2.06 0.55 0.26
H 5.27 -3.46 0.11 0.38
H 4.01 -2.88 -1.01 0.28
H 3.80 -2.68 0.72 0.27
H 3.28 2.23 -0.33 0.17
H 4.06 2.32 -1.92 0.33
H 4.76 3.18 -0.54 0.36
H 6.83 2.14 -0.07 0.36
O 1.81 -2.81 -1.51 -0.70
C 0.98 -3.09 -0.65 0.58
O 0.37 -2.32 0.13 -0.86
C 0.64 -4.56 -0.47 0.08
C 1.54 -5.53 -0.89 -0.47
C 1.29 -6.88 -0.72 -0.99
C 0.10 -7.22 -0.12 0.80
O -0.39 -8.47 0.18 -0.49
C -1.62 -8.24 0.84 -0.23
O -1.91 -6.87 0.85 -0.50
C -0.82 -6.25 0.29 1.13
C -0.57 -4.91 0.13 -1.10
H 2.47 -5.21 -1.36 0.45
H 1.99 -7.64 -1.04 0.42
H -1.55 -8.61 1.88 0.24
H -2.42 -8.79 0.32 0.23
H -1.26 -4.16 0.45 0.34


68
Properties=species:S:1:pos:R:3:mulliken_charge:R:1 method="wB97M-V/def2-TZVPD" total_charge=+2 de_lowest_kj_mol=154.8 total_energy_ev=-60723.340 orbital_gap_ev="6.7339 / 6.6566" multiplicity=2
Ir 1.04 0.85 -0.16 2.30
O 3.03 6.67 -0.14 -0.48
C 2.54 5.45 -0.16 0.85
C 1.22 5.12 0.18 -0.41
C 0.83 3.81 0.12 0.50
N 1.66 2.84 -0.25 -0.44
C 2.92 3.14 -0.59 0.61
C 3.40 4.42 -0.56 -0.58
C 3.68 1.93 -1.01 -0.01
O 4.81 1.90 -1.37 -0.55
O 2.89 0.85 -0.95 -0.86
C -0.53 3.29 0.41 -0.07
O -1.46 3.96 0.74 -0.57
O -0.58 1.97 0.24 -0.88
H 2.37 7.34 0.13 0.33
H 0.48 5.86 0.47 0.49
H 4.42 4.62 -0.86 0.59
C 3.98 0.38 2.19 -1.13
C 2.65 0.76 2.73 0.30
N 1.52 0.92 2.07 0.31
C 0.55 1.30 3.00 -0.74
C 1.12 1.35 4.23 -0.71
N 2.44 1.00 4.04 -0.03
H 3.92 0.15 1.13 0.12
H 4.38 -0.50 2.70 0.42
H 4.70 1.19 2.31 0.35
H -0.46 1.52 2.71 0.56
H 0.72 1.59 5.19 0.44
H 3.14 0.95 4.76 0.22
C 0.27 -3.76 -0.75 -1.36
C 1.29 -3.19 -1.72 1.24
C 0.91 -3.53 -3.16 -1.70
C 2.70 -3.68 -1.41 -1.70
N 1.20 -1.69 -1.67 -0.16
N 1.73 -1.13 -0.46 -0.57
H 0.27 -4.85 -0.82 0.54
H -0.74 -3.40 -0.98 0.22
H 0.50 -3.53 0.30 0.29
H 0.92 -4.61 -3.29 0.42
H 1.62 -3.10 -3.87 0.44
H -0.09 -3.17 -3.39 0.40
H 2.75 -4.76 -1.56 0.49
H 2.98 -3.50 -0.37 0.31
H 3.44 -3.22 -2.06 0.40
H 1.75 -1.29 -2.42 0.34
H 2.74 -1.01 -0.53 0.71
H 1.52 -1.76 0.32 0.29
S -4.48 -2.67 0.53 -0.11
C -2.98 -1.77 0.34 0.64
C -2.66 -1.10 -0.85 -1.13
C -1.47 -0.43 -0.94 -0.38
N -0.58 -0.41 0.07 0.38
C -0.87 -1.06 1.21 -0.13
C -2.05 -1.74 1.38 -1.25
C -5.61 -1.51 -0.22 0.08
C -6.07 -0.42 0.51 -0.08
C -6.94 0.45 -0.12 -0.42
N -7.36 0.30 -1.37 -0.52
C -6.93 -0.76 -2.05 -0.39
C -6.05 -1.70 -1.52 -0.04
H -3.34 -1.09 -1.68 0.56
H -1.19 0.11 -1.84 0.52
H -0.13 -1.01 2.00 0.55
H -2.25 -2.25 2.31 0.56
H -5.77 -0.27 1.53 0.42
H -7.33 1.32 0.41 0.37
H -7.31 -0.87 -3.06 0.38
H -5.75 -2.56 -2.10 0.46


63
Properties=species:S:1:pos:R:3:mulliken_charge:R:1 method="wB97M-V/def2-TZVPD" total_charge=+3 de_lowest_kj_mol=0.0 total_energy_ev=-62178.501 orbital_gap_ev="5.0699 / 5.0662"
Mo 0.24 -0.04 -0.22 2.28
O 2.12 0.09 -0.20 -0.47
S 3.62 -0.18 0.25 0.14
C 4.28 1.51 0.24 -0.86
C 3.25 2.58 0.60 -0.64
C 2.62 3.21 -0.65 -0.46
C 1.43 4.11 -0.29 -0.90
S -0.22 3.41 -0.56 0.17
O 0.01 1.84 -0.38 -0.23
C -0.53 3.59 -2.26 0.96
C 0.11 2.84 -3.25 -0.19
C -0.18 3.13 -4.57 -0.88
C -1.08 4.15 -4.89 -0.51
C -1.70 4.89 -3.89 -0.65
C -1.45 4.60 -2.56 -0.53
C 3.55 -0.60 1.95 1.12
C 2.58 -0.14 2.83 -0.11
C 2.69 -0.52 4.16 -0.92
C 3.75 -1.31 4.59 -0.50
C 4.71 -1.75 3.69 -0.69
C 4.61 -1.41 2.35 -0.59
H 4.72 1.65 -0.74 0.51
H 5.09 1.44 0.97 0.56
H 3.76 3.36 1.16 0.58
H 2.49 2.18 1.27 0.14
H 2.32 2.46 -1.38 0.10
H 3.36 3.84 -1.14 0.53
H 1.37 5.00 -0.91 0.56
H 1.44 4.43 0.75 0.55
H 0.81 2.06 -3.00 0.27
H 0.29 2.56 -5.36 0.46
H -1.29 4.37 -5.92 0.45
H -2.40 5.67 -4.15 0.45
H -1.95 5.16 -1.78 0.46
H 1.76 0.49 2.51 0.16
H 1.94 -0.18 4.87 0.46
H 3.82 -1.59 5.63 0.45
H 5.52 -2.37 4.03 0.46
H 5.34 -1.78 1.64 0.48
C -4.25 0.25 -0.19 -1.52
C -2.90 0.90 -0.25 -0.06
O -1.84 -0.16 -0.25 -0.46
H -5.01 1.03 -0.16 0.41
H -4.36 -0.35 0.71 0.38
H -4.45 -0.36 -1.07 0.46
H -2.67 1.50 0.63 0.33
H -2.74 1.47 -1.17 0.29
H -2.23 -0.99 -0.56 0.23
O 2.13 -5.69 0.18 -0.56
C 0.83 -5.52 0.32 0.45
C 0.05 -6.68 0.51 -0.77
C -1.31 -6.57 0.66 -0.36
C -1.95 -5.32 0.64 -0.89
C -1.21 -4.18 0.46 -0.22
C 0.19 -4.25 0.29 -0.02
C 1.02 -3.12 0.09 1.22
O 2.19 -2.95 -0.02 -0.61
O 0.24 -1.81 0.00 -0.38
H 2.60 -4.85 0.05 0.28
H 0.55 -7.64 0.53 0.49
H -1.90 -7.47 0.81 0.42
H -3.02 -5.26 0.78 0.45
H -1.69 -3.21 0.46 0.30


58
Properties=species:S:1:pos:R:3:mulliken_charge:R:1 method="wB97M-V/def2-TZVPD" smiles=CN(C)CCCOc1ccc([NH2+][C@@H]2c3ccccc3CSc3ccccc32)cc1 total_charge=+1 de_lowest_kj_mol=5.0 total_energy_ev=-42252.741 orbital_gap_ev=8.6172
C -0.33 -6.38 1.69 -1.16
N -1.38 -5.42 1.39 0.45
C -1.78 -5.53 0.00 -1.23
C -2.53 -5.55 2.29 -1.00
C -3.16 -4.18 2.55 -0.35
C -2.22 -3.30 3.39 -0.66
O -2.36 -1.92 3.11 -0.42
C -1.82 -1.41 1.99 0.44
C -1.10 -2.14 1.04 -0.55
C -0.57 -1.50 -0.06 -0.87
C -0.76 -0.14 -0.24 -0.10
N -0.15 0.54 -1.37 0.20
C 1.29 0.95 -1.14 -0.05
C 1.37 1.71 0.17 0.66
C 1.79 0.97 1.27 -0.81
C 1.84 1.51 2.54 -0.87
C 1.45 2.83 2.72 -0.71
C 1.03 3.57 1.64 -1.03
C 0.98 3.04 0.35 1.62
C 0.57 4.01 -0.72 -1.19
S -0.32 3.37 -2.18 -0.36
C 1.14 2.69 -2.98 0.36
C 1.60 3.27 -4.15 -0.46
C 2.78 2.82 -4.72 -0.54
C 3.49 1.80 -4.10 -0.80
C 3.01 1.21 -2.95 -0.58
C 1.82 1.64 -2.37 -0.39
C -1.50 0.60 0.69 -0.13
C -2.02 -0.04 1.79 -1.13
H 0.00 -6.24 2.72 0.35
H 0.51 -6.21 1.03 0.34
H -0.66 -7.42 1.57 0.33
H -2.17 -6.53 -0.25 0.40
H -0.92 -5.32 -0.64 0.34
H -2.56 -4.80 -0.21 0.36
H -3.29 -6.23 1.88 0.37
H -2.19 -5.96 3.24 0.44
H -4.11 -4.30 3.06 0.39
H -3.36 -3.68 1.60 0.25
H -2.46 -3.39 4.45 0.36
H -1.18 -3.61 3.23 0.38
H -0.95 -3.20 1.15 0.63
H -0.01 -2.07 -0.79 0.43
H -0.64 1.46 -1.58 0.47
H -0.20 -0.05 -2.21 0.46
H 1.85 0.02 -1.01 0.84
H 2.09 -0.06 1.13 0.40
H 2.17 0.91 3.37 0.44
H 1.47 3.27 3.71 0.45
H 0.73 4.60 1.79 0.44
H -0.11 4.76 -0.30 0.58
H 1.45 4.52 -1.11 0.50
H 1.04 4.07 -4.60 0.47
H 3.14 3.27 -5.62 0.42
H 4.42 1.45 -4.53 0.42
H 3.57 0.41 -2.48 0.47
H -1.66 1.65 0.54 0.45
H -2.60 0.51 2.52 0.50


59
Properties=species:S:1:pos:R:3:mulliken_charge:R:1 method="wB97M-V/def2-TZVPD" smiles="CN1C[C@H](CNC(=O)OCc2ccccc2)C[C@@H]2c3cccc4c3c(cn4C)C[C@@H]21" total_charge=0 de_lowest_kj_mol=21.9 total_energy_ev=-34962.457 orbital_gap_ev=8.3136
C 1.80 -0.94 4.50 -1.08
N 1.31 -0.98 3.14 0.11
C 1.62 0.23 2.41 -1.01
C 1.35 0.06 0.91 1.43
C 1.63 1.37 0.17 -1.46
N 1.54 1.23 -1.26 -0.08
C 2.63 1.18 -2.06 0.74
O 3.75 1.47 -1.73 -0.65
O 2.26 0.78 -3.30 -0.31
C 3.27 0.79 -4.31 -1.04
C 3.03 1.93 -5.27 0.69
C 3.36 3.22 -4.89 -0.21
C 3.10 4.28 -5.75 -0.59
C 2.52 4.05 -6.98 -0.40
C 2.19 2.76 -7.36 -0.51
C 2.44 1.70 -6.50 -0.49
C -0.09 -0.41 0.70 -1.61
C -0.35 -1.67 1.53 0.22
C -1.76 -2.15 1.31 -0.44
C -2.23 -2.93 0.28 -0.63
C -3.59 -3.26 0.19 -0.79
C -4.52 -2.82 1.11 -0.86
C -4.06 -2.03 2.16 -1.08
C -2.70 -1.71 2.23 1.84
C -2.49 -0.92 3.38 0.01
C -3.71 -0.78 3.97 -0.92
N -4.67 -1.44 3.23 0.26
C -6.07 -1.50 3.54 -1.00
C -1.11 -0.44 3.69 -0.56
C -0.08 -1.40 3.02 -0.82
H 1.53 -1.86 5.01 0.33
H 2.89 -0.87 4.47 0.36
H 1.43 -0.09 5.08 0.38
H 2.69 0.44 2.56 0.44
H 1.06 1.11 2.78 0.23
H 2.03 -0.71 0.53 0.11
H 0.92 2.14 0.50 0.36
H 2.65 1.71 0.38 0.45
H 0.67 0.91 -1.65 0.28
H 3.20 -0.18 -4.82 0.44
H 4.24 0.89 -3.82 0.39
H 3.81 3.40 -3.93 0.44
H 3.36 5.29 -5.45 0.38
H 2.33 4.88 -7.65 0.37
H 1.73 2.58 -8.32 0.37
H 2.17 0.70 -6.80 0.33
H -0.79 0.37 0.99 0.16
H -0.27 -0.64 -0.35 0.58
H 0.36 -2.44 1.21 0.80
H -1.55 -3.31 -0.48 0.51
H -3.92 -3.87 -0.64 0.37
H -5.56 -3.09 1.00 0.44
H -3.99 -0.25 4.86 0.43
H -6.39 -2.54 3.68 0.31
H -6.27 -0.95 4.45 0.34
H -6.66 -1.07 2.73 0.32
H -0.93 -0.42 4.77 0.52
H -0.98 0.57 3.31 0.28
H -0.16 -2.36 3.55 0.56